68
Properties=species:S:1:pos:R:3:forces:R:3:mulliken_charge:R:1 method="wB97M-V/def2-TZVPD" lumo_ev="2.88 / 2.88" homo_ev="-1.9378 / -2.9134" gap_ev="4.82 / 5.79" total_charge=-1 spin_multiplicity=2 e_tot_ev=-77092.5543 de_lowest_kcal_mol=7.0
Ti -0.246825 -0.083698 -0.078908 4.14 0.34 4.93 -1.2257
Cl 1.650616 -0.171512 -1.449722 1.36 -0.20 -1.21 -0.5996
N 0.110891 2.108099 -0.208426 -2.16 1.32 -1.18 1.1554
N -0.021916 -2.290842 -0.025888 -1.95 -1.30 -1.26 1.2679
C -0.889623 2.871357 -0.590168 2.42 -1.71 1.17 0.4116
C -0.823809 -3.033978 -0.759680 2.10 1.78 1.75 0.2769
C 1.261545 2.973324 0.094397 -0.15 -0.24 -0.01 1.0292
C 0.591985 4.332324 0.257301 -0.78 0.27 0.22 -0.7833
C 2.213986 3.037492 -1.088431 0.22 -0.15 -0.27 -1.5136
C 1.993478 2.481240 1.323528 0.21 0.32 0.33 -1.1250
H 1.689734 3.374890 -1.991978 0.10 -0.08 0.11 0.2673
H 2.652438 2.053709 -1.275733 -0.11 0.26 -0.05 0.2345
H 3.002892 3.758447 -0.847314 0.01 0.00 -0.08 0.4797
H 1.321927 2.489181 2.188977 0.22 -0.17 -0.18 -0.1203
H 2.830994 3.162803 1.520721 0.01 -0.08 0.05 0.5301
H 2.380067 1.464158 1.169998 -0.28 0.31 0.06 0.0236
C 1.002704 -3.163047 0.588037 -0.16 0.50 -0.18 1.4965
C 0.790877 -4.476048 -0.154565 -0.41 -0.34 -0.71 -0.7896
C 0.721751 -3.321943 2.065356 -0.19 -0.09 0.47 -1.0693
C 2.410389 -2.629307 0.395345 0.28 -0.10 -0.12 -1.9936
H 2.615962 -2.472512 -0.666994 0.03 0.05 0.24 0.4797
H 3.111485 -3.372292 0.793616 0.03 0.03 0.02 0.4699
H 2.558864 -1.683753 0.929569 -0.15 -0.17 -0.17 0.0623
H -0.299068 -3.705682 2.213286 0.23 0.12 0.08 0.4285
H 0.832656 -2.360177 2.583964 -0.12 -0.29 -0.27 -0.5127
H 1.439830 -4.046285 2.475907 -0.15 0.11 0.06 0.4759
O -0.469625 -4.302672 -0.884937 0.30 -1.37 0.05 -0.4447
H 0.668696 -5.346657 0.497032 0.06 0.14 -0.10 0.2811
H 1.566439 -4.667664 -0.908715 -0.15 0.01 0.18 0.3762
O -0.723642 4.167260 -0.387812 0.34 1.31 -0.01 -0.4824
H 1.096450 5.157692 -0.255855 -0.07 -0.20 0.13 0.2946
H 0.413481 4.588316 1.310691 -0.05 0.00 -0.21 0.3623
C -2.109849 2.336808 -1.257138 0.25 0.56 0.66 -1.5922
C -2.022010 -2.527394 -1.487813 0.26 -0.87 0.77 -1.3811
C -1.631139 -1.270338 -2.161864 0.77 1.95 -1.25 0.4225
H -2.767054 -2.264485 -0.720796 0.08 -0.24 -0.25 0.4007
H -2.397853 -3.310965 -2.163707 0.09 0.32 0.26 0.2873
C -1.599237 -0.094277 -1.365647 -4.59 -0.09 -3.75 -0.0515
C -1.686537 1.147550 -2.046564 0.76 -1.62 -1.16 0.3654
H -1.382390 -0.212174 1.014655 -2.92 -0.29 0.71 0.3407
C -1.228097 1.231596 -3.378914 -0.53 0.18 -0.03 1.4249
C -0.958665 0.043330 -4.074269 0.37 0.00 -0.47 -1.1221
C -0.966695 2.599228 -4.004354 0.01 -0.28 -0.26 -1.6389
C -1.158456 -1.218575 -3.487317 -0.60 -0.10 0.11 1.2510
H -0.594452 0.098410 -5.133154 -0.21 -0.04 1.07 0.0864
C -0.819119 -2.516226 -4.208164 -0.02 0.23 -0.17 -1.7436
H -0.468321 -2.298395 -5.238568 -0.18 -0.25 0.57 0.3897
H -1.700169 -3.185110 -4.255962 0.41 0.22 -0.11 0.2982
H -0.018251 -3.060266 -3.659681 -0.41 0.32 -0.37 0.2290
H -1.847588 3.262663 -3.900714 0.43 -0.24 -0.18 0.2705
H -0.722605 2.475011 -5.083250 -0.14 0.23 0.68 0.4011
H -0.108277 3.100923 -3.502266 -0.49 -0.30 -0.31 0.1590
H -2.581868 3.130974 -1.856991 0.11 -0.29 0.26 0.2753
H -2.784940 1.986494 -0.459094 0.06 0.22 -0.28 0.3985
C -1.208548 1.899080 3.679497 -0.04 0.19 0.32 -1.0268
Si -0.371641 0.219356 3.431947 1.98 -0.71 -4.00 0.9478
C 1.354107 0.065075 4.165165 -0.20 0.18 1.15 -1.0187
C -1.563518 -1.143796 3.998715 -0.07 -0.02 0.26 -1.1077
O 0.346678 0.032542 1.878219 -0.82 0.32 1.52 -0.4935
H -1.221023 2.159123 4.754620 -0.05 -0.01 -0.32 0.4498
H -2.250552 1.899869 3.321478 0.32 -0.12 0.07 0.2366
H -0.678614 2.705102 3.144183 -0.11 -0.35 0.18 0.0971
H 1.353156 0.059795 5.256068 0.45 0.01 0.29 0.3870
H 1.819213 -0.855058 3.784275 -0.27 0.23 0.17 0.2483
H 1.954989 0.902836 3.784780 -0.19 -0.17 0.20 0.1924
H -2.507639 -1.146487 3.431360 0.37 0.12 0.08 0.2307
H -1.116287 -2.145126 3.904012 -0.06 0.35 -0.01 0.2274
H -1.812393 -0.999346 5.064623 0.02 -0.03 -0.22 0.4151

***

13
Properties=species:S:1:pos:R:3:forces:R:3:mulliken_charge:R:1 method="wB97M-V/def2-TZVPD" lumo_ev=-0.27 homo_ev=-7.6295 gap_ev=7.36 e_tot_ev=-9165.0108 de_lowest_kcal_mol=88.7
C 1.566292 0.628827 -0.002402 -0.73 0.06 0.25 -0.5661
C 1.043980 -1.354966 0.296907 -1.05 -3.70 -1.22 -0.1430
C 0.213871 0.705873 0.085089 1.09 -2.28 -0.57 0.6016
N 2.065188 -0.615869 0.104273 1.23 0.06 0.41 -0.5888
N -0.097753 -0.636772 0.186744 -5.44 -0.31 0.55 -0.0976
N -0.593979 1.782087 0.043919 1.35 3.42 0.46 -0.4713
N -1.859455 -1.307500 0.261950 3.18 5.12 1.56 -0.3857
H 2.177282 1.427179 -0.043246 2.05 2.61 -0.31 0.4705
H 1.042440 -2.469777 0.146776 -0.11 1.33 0.68 0.2601
H -0.126521 2.722349 -0.179233 -1.01 -2.40 0.49 0.2184
H -1.511392 1.736285 -0.264345 -1.67 -0.27 -0.66 0.1751
H -1.646058 -2.061219 -0.287000 0.55 -2.47 -2.15 0.2747
H -2.273897 -0.556492 -0.349426 0.56 -1.16 0.51 0.2520

***

59
Properties=species:S:1:pos:R:3:forces:R:3:mulliken_charge:R:1 method="wB97M-V/def2-TZVPD" lumo_ev=0.43 homo_ev=-7.2357 gap_ev=7.66 smiles="CCOc1cc(NC(=O)C2CC2)c(OCC)cc1NC(=O)CCn1nnc2ccccc21" e_tot_ev=-39929.4585 de_lowest_kcal_mol=48.7
C 1.236573 3.406602 2.387084 -0.24 -0.29 -0.18 -1.2611
C 0.058732 2.657408 1.784650 0.05 0.46 0.08 -0.4537
O 0.417423 1.288333 1.737362 0.06 -0.35 -0.01 -0.3538
C -0.449770 0.394828 1.183819 -0.06 -0.46 -0.13 0.7617
C -1.738344 0.689041 0.769064 0.17 0.16 0.12 -0.4570
C -2.551629 -0.302026 0.235018 0.28 -0.25 0.02 -0.7556
N -3.861719 -0.064634 -0.189285 -0.12 -0.44 -0.14 -0.0578
C -4.574907 1.095425 -0.175313 -0.22 -0.22 -0.14 0.3714
O -4.147562 2.163055 0.218697 0.07 0.24 0.08 -0.7364
C -5.963679 0.934930 -0.701589 -0.02 0.01 0.00 0.0295
C -7.036327 1.796660 -0.083182 -0.05 0.04 0.07 -0.6076
C -6.553218 2.100544 -1.456248 0.00 0.07 -0.07 -0.6072
C -2.070216 -1.615960 0.108587 -0.07 0.43 0.08 0.8855
O -2.963371 -2.525982 -0.407716 0.02 0.45 0.11 -0.5089
C -2.534607 -3.849952 -0.662580 0.10 -0.40 -0.24 -0.4984
C -1.670572 -3.964695 -1.914068 -0.19 0.20 0.31 -1.0535
C -0.779776 -1.908427 0.516038 -0.14 -0.15 -0.05 -0.1399
C 0.034232 -0.917057 1.046513 -0.28 0.23 -0.08 -1.1683
N 1.347201 -1.151293 1.471622 -0.09 0.48 0.23 -0.0300
C 2.087709 -2.272070 1.342817 0.41 0.17 0.35 0.6052
O 1.718851 -3.308844 0.824959 -0.07 -0.27 -0.16 -0.6890
C 3.503628 -2.125058 1.901038 -0.07 -0.06 -0.24 -0.9765
C 4.462728 -1.667747 0.801124 0.20 -0.49 0.42 -0.6788
N 4.222498 -0.299543 0.424477 0.09 0.55 -0.77 0.7932
N 3.671961 0.593321 1.255706 -0.05 -0.43 0.79 -0.5002
N 3.614130 1.739567 0.714792 -0.14 0.70 0.06 -0.6315
C 4.143562 1.663176 -0.536464 0.49 -1.11 -0.45 0.0470
C 4.324103 2.620878 -1.534777 -0.01 -0.06 0.06 -0.6800
C 4.912550 2.201448 -2.702864 -0.05 0.25 -0.04 -0.5661
C 5.316458 0.870961 -2.895728 0.04 -0.20 0.03 -0.4858
C 5.147568 -0.091347 -1.927744 0.09 -0.17 -0.10 -0.9018
C 4.552755 0.321366 -0.740536 -0.30 0.88 0.18 1.2737
H 1.054664 4.476368 2.345003 -0.03 0.14 0.03 0.4414
H 1.377426 3.109519 3.422717 0.02 0.01 0.14 0.3113
H 2.140076 3.162965 1.832705 0.00 0.09 0.02 0.2337
H -0.843508 2.790670 2.396117 0.05 -0.06 -0.13 0.3801
H -0.149948 3.020000 0.769623 -0.04 -0.09 0.08 0.4167
H -2.141306 1.682715 0.852993 0.01 0.06 0.02 0.8392
H -4.308151 -0.901552 -0.539211 -0.09 0.22 0.02 0.2422
H -6.238074 -0.062924 -1.018842 -0.07 0.03 -0.02 0.3396
H -6.721791 2.453421 0.713213 0.11 0.04 0.02 0.2402
H -8.017226 1.366133 0.047974 -0.03 -0.09 -0.07 0.2693
H -5.914841 2.961497 -1.581725 0.09 0.03 0.07 0.2403
H -7.191304 1.885410 -2.299690 -0.06 -0.11 0.00 0.2695
H -3.465690 -4.408336 -0.800205 0.17 0.02 0.09 0.3660
H -2.011214 -4.258958 0.208863 -0.10 0.04 -0.02 0.3405
H -0.739459 -3.418241 -1.792297 0.11 0.01 -0.04 0.3290
H -1.441703 -5.009989 -2.101168 0.05 -0.12 -0.04 0.3672
H -2.202198 -3.558977 -2.771702 -0.04 0.01 -0.08 0.3180
H -0.372131 -2.900438 0.435562 -0.01 -0.05 -0.04 0.8199
H 1.796000 -0.316599 1.841509 0.06 -0.29 -0.02 0.2328
H 3.826964 -3.106917 2.247445 -0.06 0.07 -0.02 0.4749
H 3.528684 -1.416503 2.727619 0.05 -0.09 0.02 0.2856
H 5.498711 -1.763046 1.151460 -0.15 -0.03 -0.09 0.2428
H 4.337339 -2.295971 -0.086325 0.02 0.10 0.09 0.4312
H 4.011837 3.640624 -1.379971 -0.03 0.14 -0.01 0.4541
H 5.074029 2.909142 -3.502166 0.00 0.07 -0.05 0.3724
H 5.775018 0.599831 -3.834929 0.03 -0.04 -0.07 0.3786
H 5.460812 -1.112764 -2.079816 0.05 -0.09 -0.06 0.3953

***

56
Properties=species:S:1:pos:R:3:forces:R:3:mulliken_charge:R:1 method="wB97M-V/def2-TZVPD" lumo_ev=1.95 homo_ev=-5.8893 gap_ev=7.84 total_charge=-1 e_tot_ev=-36473.4212 de_lowest_kcal_mol=63.9
C 8.097000 14.595000 19.422000 0.36 1.64 1.76 -0.5222
C 7.008000 13.806000 20.128000 0.02 -0.61 -1.22 0.2559
C 6.011000 14.577000 21.019000 1.87 2.54 -3.16 -1.8340
O 6.285000 13.166000 19.128000 -0.26 0.45 0.14 -0.2110
H 8.698000 15.144000 20.175000 -0.01 -0.07 -0.09 0.5025
H 7.755000 15.357000 18.738000 -0.39 0.02 -0.40 -0.0970
H 8.783000 13.950000 18.930000 0.37 -0.74 -0.63 -0.0861
H 7.658000 13.066000 20.690000 -0.98 0.60 0.44 0.9488
H 5.752000 14.006000 21.801000 -1.94 -1.86 2.45 0.7844
H 5.178000 15.066000 20.437000 0.78 -1.05 0.66 -0.1645
H 6.545000 15.368000 21.498000 0.49 1.00 0.45 0.4115
O 5.220000 15.190000 17.774000 0.37 1.76 -1.12 -0.9378
H 5.784000 15.438000 17.015000 -0.44 -0.55 0.25 0.3398
H 5.806000 14.657000 18.347000 0.35 -1.56 0.62 0.3761
O 4.381000 11.152000 18.791000 -1.94 -0.89 -1.11 -0.7221
H 4.940000 11.909000 18.870000 1.25 0.89 0.77 0.2657
H 3.661000 11.580000 18.255000 0.77 -0.78 1.09 0.4489
O 3.479000 13.194000 17.443000 -0.09 0.79 -0.70 -0.8151
H 4.065000 13.933000 17.712000 -0.52 -0.28 0.19 0.2383
H 3.977000 12.891000 16.679000 -0.19 -0.24 -0.24 0.3059
O 6.699000 12.299000 16.727000 -0.12 -0.43 -2.40 -0.6607
H 6.399000 12.638000 17.568000 -0.12 0.30 1.60 0.4149
H 5.921000 11.947000 16.256000 0.66 0.07 0.53 0.2532
O 8.516000 17.654000 18.398000 -1.08 0.95 -0.67 -0.7147
H 7.650000 17.626000 18.817000 -0.65 0.22 -0.18 0.3341
H 9.091000 17.426000 19.096000 1.23 -0.46 1.25 0.3168
O 6.260000 11.942000 22.831000 -1.06 -1.73 0.38 -0.6764
H 6.372000 12.702000 22.299000 0.58 0.94 -0.71 0.2544
H 5.649000 11.407000 22.277000 0.64 0.22 0.51 0.3690
O 3.168000 16.500000 20.072000 -0.73 -0.15 1.45 -0.5896
H 3.141000 16.528000 19.144000 -0.64 -0.37 -2.12 0.2909
H 4.026000 16.876000 20.179000 1.20 0.57 0.72 0.3041
O 5.562000 17.688000 18.731000 0.28 0.44 0.26 -0.6815
H 5.033000 18.147000 18.084000 -0.20 0.82 -0.16 0.3571
H 5.524000 16.803000 18.351000 -0.05 -1.10 0.20 0.4267
O 11.153000 12.091000 17.472000 1.22 -0.04 -0.68 -0.6752
H 11.863000 12.301000 16.837000 -0.21 -0.36 0.52 0.3000
H 10.414000 12.520000 17.041000 -1.22 0.31 -0.26 0.3526
O 9.150000 13.651000 16.003000 1.07 -0.97 -0.42 -0.7009
H 9.462000 14.537000 16.164000 0.08 0.89 0.16 0.5063
H 8.210000 13.684000 16.108000 -1.09 -0.54 0.27 0.2132
O 9.729000 16.171000 16.712000 1.35 -0.38 -0.43 -0.7085
H 9.056000 16.715000 17.135000 -0.15 0.26 0.43 0.3626
H 10.483000 16.146000 17.328000 -0.59 0.10 -0.39 0.2774
O 2.957000 13.620000 21.174000 -0.25 0.14 0.23 -0.6776
H 2.641000 14.532000 21.010000 0.90 -0.60 0.13 0.3000
H 3.902000 13.622000 21.413000 -0.90 0.40 -0.40 0.2996
O 11.608000 13.179000 19.895000 0.59 -0.47 1.18 -0.6705
H 11.551000 13.957000 19.380000 -0.11 1.28 -0.70 0.2361
H 11.503000 12.485000 19.236000 -0.19 -0.35 -0.35 0.4651
O 7.492000 10.817000 19.681000 0.76 -0.23 -0.06 -0.7926
H 7.939000 10.601000 18.848000 -0.31 0.05 0.24 0.2871
H 7.283000 11.764000 19.595000 -0.78 -0.33 -0.62 0.0598
O 10.010000 11.251000 20.812000 2.39 -0.19 1.13 -0.7158
H 10.532000 12.061000 20.969000 -0.51 -0.50 -0.20 0.3417
H 9.177000 11.515000 20.491000 -1.88 0.18 -0.61 0.4536